Record 1
Entry from the Open Molecules 2025 dataset: C5H12N2 in the gas phase at a distorted geometry (the ωB97M-V functional and the def2-TZVPD basis).

Properties
HOMO-LUMO gap in eV: 8.437
Spin multiplicity: 1
SMILES: C/C(=C\N)CCN
Relative energy (zero: lowest compared OMol25 entry of this formula, charge and spin) in kJ/mol: 212.44

Element x y z (Å)
C (-1.83, 0.85, 0.13)
C (-0.87, -0.30, 0.57)
C (0.45, -0.44, -0.16)
C (0.79, -1.63, -0.73)
N (2.01, -2.28, -0.70)
C (1.46, 0.69, -0.21)
N (-1.86, 1.98, 1.09)
H (-2.84, 0.46, -0.01)
H (-1.49, 1.28, -0.83)
H (-1.48, -1.10, 0.18)
H (-0.68, -0.25, 1.65)
H (-0.03, -2.22, -1.13)
H (2.24, -2.93, -1.41)
H (2.63, -2.26, 0.09)
H (1.53, 1.11, -1.21)
H (0.96, 1.46, 0.40)
H (2.44, 0.58, 0.25)
H (-2.53, 2.70, 0.85)
H (-0.91, 2.31, 1.16)

Record 2
Entry from the Open Molecules 2025 dataset: 3 unconnected molecules or ions with the total composition C26H44N2O6 at a distorted geometry (the ωB97M-V functional and the def2-TZVPD basis).

Properties
HOMO-LUMO gap in eV: 7.582
Spin multiplicity: 1
SMILES: CC(C)Cc1ccc2c(c1)C(=O)C=CC2=O.COCCNCCOC.COCCNCCOC

Element x y z (Å)
C (-0.87, 1.23, -0.68)
C (-1.20, -0.34, -0.69)
C (-2.71, -0.45, -0.16)
C (-0.19, -1.19, 0.22)
C (0.76, -0.21, 1.01)
C (2.04, 0.22, 0.47)
C (2.83, 1.16, 1.25)
C (2.32, 1.65, 2.52)
C (1.05, 1.19, 3.06)
C (0.23, 0.25, 2.31)
C (0.52, 1.70, 4.42)
O (-0.40, 1.16, 4.99)
C (1.22, 2.98, 4.98)
C (2.40, 3.43, 4.48)
C (3.14, 2.68, 3.33)
O (4.29, 2.91, 3.04)
H (0.14, 1.46, -1.09)
H (-1.06, 1.69, 0.32)
H (-1.64, 1.71, -1.37)
H (-1.10, -0.70, -1.75)
H (-2.65, -0.25, 0.94)
H (-3.20, -1.42, -0.43)
H (-3.24, 0.43, -0.62)
H (0.45, -1.88, -0.39)
H (-0.73, -1.82, 0.97)
H (2.32, -0.19, -0.53)
H (3.80, 1.52, 0.83)
H (-0.76, -0.13, 2.66)
H (0.70, 3.53, 5.80)
H (2.83, 4.36, 4.91)
C (-4.13, 0.28, -4.47)
O (-3.74, 1.44, -3.75)
C (-3.12, 2.44, -4.57)
C (-4.04, 3.64, -4.74)
N (-5.19, 3.33, -5.58)
C (-6.24, 4.34, -5.56)
C (-6.92, 4.64, -4.21)
O (-7.72, 3.58, -3.71)
C (-7.00, 2.58, -3.01)
H (-4.39, -0.49, -3.74)
H (-5.00, 0.48, -5.09)
H (-3.31, -0.09, -5.09)
H (-2.80, 2.03, -5.54)
H (-2.22, 2.76, -4.04)
H (-3.47, 4.46, -5.20)
H (-4.34, 3.97, -3.74)
H (-5.59, 2.45, -5.27)
H (-7.02, 4.00, -6.25)
H (-5.84, 5.27, -5.97)
H (-7.61, 5.47, -4.38)
H (-6.22, 4.99, -3.45)
H (-6.15, 2.99, -2.46)
H (-6.68, 1.79, -3.68)
H (-7.69, 2.13, -2.28)
C (5.86, -6.14, 1.10)
O (6.19, -5.64, 2.39)
C (6.93, -4.42, 2.35)
C (6.09, -3.25, 2.83)
N (5.04, -2.92, 1.87)
C (4.02, -2.00, 2.39)
C (3.19, -2.46, 3.59)
O (2.30, -3.54, 3.31)
C (2.89, -4.83, 3.37)
H (5.48, -7.15, 1.22)
H (5.07, -5.54, 0.63)
H (6.74, -6.17, 0.45)
H (7.36, -4.22, 1.36)
H (7.77, -4.55, 3.05)
H (6.73, -2.38, 2.98)
H (5.66, -3.53, 3.81)
H (4.58, -3.77, 1.58)
H (3.33, -1.80, 1.57)
H (4.50, -1.05, 2.64)
H (2.55, -1.62, 3.88)
H (3.80, -2.68, 4.48)
H (3.69, -4.89, 4.12)
H (3.27, -5.11, 2.38)
H (2.11, -5.54, 3.63)

Record 3
Entry from the Open Molecules 2025 dataset: 2 unconnected molecules or ions with the total composition CH2NO3S at a distorted geometry (the ωB97M-V functional and the def2-TZVPD basis).

Properties
HOMO-LUMO gap (spin up / spin down) in eV: 6.817 / 6.816
Spin multiplicity: 1
Net charge: -1
Relative energy (zero: lowest compared OMol25 entry of this formula, charge and spin) in kJ/mol: 483.98

Element x y z (Å)
C (-0.67, -0.10, 0.46)
N (1.57, -0.31, 0.19)
O (2.35, 0.62, 0.47)
O (1.85, -1.25, -0.57)
O (-1.84, 0.57, -1.81)
S (-1.23, 1.15, -0.56)
H (-1.24, -1.03, 0.33)
H (-0.80, 0.35, 1.49)

Record 4
Entry from the Open Molecules 2025 dataset: C4H4BBrO3 in the gas phase at a distorted geometry (the ωB97M-V functional and the def2-TZVPD basis).

Properties
HOMO-LUMO gap in eV: 8.725
Spin multiplicity: 1
SMILES: OB(O)c1occc1Br
Relative energy (zero: lowest compared OMol25 entry of this formula, charge and spin) in kJ/mol: 7.27

Element x y z (Å)
B (-1.36, -0.45, -0.37)
C (2.21, -0.14, 0.82)
C (2.15, 0.83, -0.15)
C (0.11, 0.05, 0.02)
C (0.96, -0.68, 0.87)
O (0.85, 0.99, -0.50)
O (-1.53, -1.71, -0.05)
O (-2.33, 0.49, -0.64)
Br (0.42, -2.06, 2.16)
H (2.95, -0.54, 1.48)
H (2.88, 1.57, -0.55)
H (-2.37, -2.23, -0.25)
H (-3.17, 0.22, -0.84)

Record 5
Entry from the Open Molecules 2025 dataset: C3H7NOSi in the gas phase at a distorted geometry (the ωB97M-V functional and the def2-TZVPD basis).

Properties
HOMO-LUMO gap in eV: 9.517
Spin multiplicity: 1
SMILES: CC#C[SiH2]NO
Relative energy (zero: lowest compared OMol25 entry of this formula, charge and spin) in kJ/mol: 536.55

Element x y z (Å)
C (-0.39, -1.19, 1.08)
C (-0.04, -0.22, 0.45)
C (-0.79, -2.39, 1.77)
N (-0.49, 1.84, -1.32)
O (-0.27, 2.16, -2.68)
Si (1.17, 1.09, -0.35)
H (-0.72, 1.32, -3.20)
H (-1.73, -2.84, 1.18)
H (0.08, -3.06, 1.62)
H (-1.09, -2.36, 2.80)
H (2.43, 0.76, -0.93)
H (1.92, 2.05, 0.60)
H (-0.09, 2.83, -1.03)

Record 6
Entry from the Open Molecules 2025 dataset: C5H7Br in the gas phase at a distorted geometry (the ωB97M-V functional and the def2-TZVPD basis).

Properties
HOMO-LUMO gap in eV: 10.486
Spin multiplicity: 1
SMILES: C=C(C)C(=C)Br
Relative energy (zero: lowest compared OMol25 entry of this formula, charge and spin) in kJ/mol: 87.08

Element x y z (Å)
C (-0.64, -0.06, 1.26)
C (1.12, -1.83, -0.67)
C (0.07, 0.35, 0.19)
C (1.24, -0.62, -0.20)
C (-0.36, 1.49, -0.78)
Br (2.97, 0.11, 0.21)
H (-1.46, 0.41, 1.81)
H (-0.06, -0.86, 1.75)
H (2.01, -2.50, -0.84)
H (0.26, -2.23, -0.98)
H (0.53, 2.22, -0.90)
H (-0.65, 1.09, -1.74)
H (-1.19, 2.02, -0.55)

Record 7
Entry from the Open Molecules 2025 dataset: C20H21BrN2O4 in the gas phase (the ωB97M-V functional and the def2-TZVPD basis).

Properties
HOMO-LUMO gap in eV: 9.191
Spin multiplicity: 1
SMILES: Cc1cc(C)cc(C(=O)NCC(=O)OCC(=O)Nc2ccc(C)cc2Br)c1
Relative energy (zero: lowest compared OMol25 entry of this formula, charge and spin) in kJ/mol: 0.00

Element x y z (Å)
C (3.30, 1.44, -1.53)
C (2.57, 0.80, -0.39)
C (1.48, 1.45, 0.18)
C (0.77, 0.86, 1.21)
C (1.15, -0.40, 1.67)
C (2.24, -1.06, 1.13)
C (2.94, -0.45, 0.10)
H (3.78, -0.96, -0.34)
C (2.66, -2.39, 1.67)
H (3.25, -2.93, 0.93)
H (1.78, -2.99, 1.93)
H (3.26, -2.26, 2.56)
H (0.57, -0.85, 2.46)
C (-0.47, 1.45, 1.77)
O (-1.35, 0.75, 2.27)
N (-0.60, 2.80, 1.70)
H (0.08, 3.33, 1.18)
C (-1.87, 3.44, 1.98)
H (-2.36, 2.88, 2.78)
C (-2.69, 3.34, 0.69)
O (-2.55, 4.06, -0.26)
O (-3.51, 2.29, 0.75)
C (-4.13, 1.85, -0.46)
H (-4.18, 2.67, -1.18)
H (-5.13, 1.51, -0.21)
C (-3.34, 0.69, -1.10)
O (-3.53, 0.36, -2.24)
N (-2.46, 0.12, -0.25)
C (-1.52, -0.86, -0.61)
C (-1.45, -2.05, 0.10)
C (-0.51, -3.01, -0.21)
C (0.39, -2.82, -1.25)
C (0.35, -1.62, -1.95)
C (-0.59, -0.65, -1.63)
Br (-0.51, 1.01, -2.55)
H (1.05, -1.43, -2.74)
C (1.40, -3.86, -1.61)
H (2.35, -3.41, -1.88)
H (1.05, -4.43, -2.47)
H (1.56, -4.56, -0.79)
H (-0.48, -3.93, 0.36)
H (-2.15, -2.20, 0.91)
H (-2.51, 0.33, 0.74)
H (-1.71, 4.48, 2.25)
H (1.18, 2.40, -0.24)
H (3.75, 2.38, -1.21)
H (4.09, 0.79, -1.90)
H (2.61, 1.65, -2.34)